ORCA calculation (wB97M-V/def2-TZVPD) on 2 unconnected molecules or ions with the total composition C7H6.

The calculation puts the energy relative to the best compared isomer or geometry (same formula, charge and spin) at 96.0 kcal per mole. The multiplicity is 1. As for the LUMO energy: 0.6392 eV. As for the total energy: -270.08314 a.u.

XYZ file:
```
13
Properties=species:S:1:pos:R:3:mulliken_charge:R:1
C 1.286 -0.221 2.523 -0.936
C -1.951 -0.498 -3.267 -0.015
C 0.280 0.135 1.460 -0.250
C -1.168 -1.010 -2.508 -0.095
C -0.312 0.238 0.422 -0.031
C -0.362 -1.529 -1.582 -0.439
C 0.531 -1.970 -0.928 -0.270
H 1.961 0.641 2.490 0.267
H -2.644 0.016 -3.839 0.456
H -0.854 0.382 -0.438 0.417
H 0.932 -2.202 -0.008 0.382
H 0.999 -0.386 3.624 0.275
H 1.866 -1.067 2.176 0.238
```

ORCA calculation (wB97M-V/def2-TZVPD) on C7H6 in the gas phase.

The calculation puts the energy relative to the best compared isomer or geometry (same formula, charge and spin) at 55.2 kcal per mole. The multiplicity is 1. As for the LUMO energy: 0.8197 eV. As for the total energy: -270.14821 a.u.

XYZ file:
```
13
Properties=species:S:1:pos:R:3:mulliken_charge:R:1
C 3.196 0.113 0.079 -0.174
C 1.993 0.224 -0.117 -0.515
C 0.517 0.175 -0.156 0.706
C -0.213 -0.926 -0.232 -0.554
C -1.604 -0.681 0.077 -0.394
C -1.614 0.730 0.049 -0.308
C -0.376 1.376 -0.187 -0.581
H 4.247 -0.563 0.345 0.276
H 0.370 -1.835 -0.449 0.369
H -1.690 -1.386 0.961 0.235
H -2.225 -1.161 -0.630 0.296
H -2.442 1.401 0.284 0.350
H -0.159 2.534 -0.024 0.295
```

ORCA calculation (wB97M-V/def2-TZVPD) on C7H6 in the gas phase.

The calculation puts the energy relative to the best compared isomer or geometry (same formula, charge and spin) at 115.4 kcal per mole. The multiplicity is 1. As for the LUMO energy (spin up / spin down): 0.4281 / 0.2587 eV. As for the total energy: -270.05214 a.u.

XYZ file:
```
13
Properties=species:S:1:pos:R:3:mulliken_charge:R:1
C 0.201 -1.353 -0.053 -0.573
C -1.156 -0.729 -0.033 0.706
C 0.701 1.058 -0.038 -0.760
C 1.133 -0.408 0.047 -0.441
C -1.332 0.163 -1.216 -0.926
C -1.259 0.089 1.229 -0.691
C -0.811 0.877 0.057 0.493
H 0.286 -2.423 0.121 0.419
H 1.023 1.717 0.681 0.413
H 0.981 1.427 -1.027 0.307
H 2.161 -0.471 -0.219 0.389
H -0.576 0.021 -1.873 0.315
H -1.352 0.033 2.325 0.347
```

ORCA calculation (wB97M-V/def2-TZVPD) on C7H6 in the gas phase.

The calculation puts the energy relative to the best compared isomer or geometry (same formula, charge and spin) at 14.4 kcal per mole. The multiplicity is 3. As for the LUMO energy (spin up / spin down): 0.9481 / -1.5968 eV. The expectation value of S² is 2.03. As for the total energy: -270.04224 a.u.

XYZ file:
```
13
Properties=species:S:1:pos:R:3:mulliken_charge:R:1
C 1.096 0.000 1.660 -0.374
C 1.252 -0.348 0.369 -0.640
C -1.538 0.467 1.484 -0.590
C -0.212 0.602 1.671 0.170
C 0.101 0.013 -0.517 0.662
C -0.154 -0.417 -1.696 -0.724
C -0.747 0.923 0.353 -0.424
H 1.789 -0.085 2.511 0.388
H 1.838 -1.166 -0.100 0.238
H -2.472 -0.012 1.707 0.400
H -1.187 -0.142 -2.024 0.270
H 0.599 -1.090 -2.200 0.228
H -1.054 1.852 -0.122 0.398
```

ORCA calculation (wB97M-V/def2-TZVPD) on C7H6BrClN4 in the gas phase.

The calculation puts the energy relative to the best compared isomer or geometry (same formula, charge and spin) at 0.0 kcal per mole. The multiplicity is 1. As for the LUMO energy: 0.1589 eV. As for the total energy: -3523.48405 a.u.

XYZ file:
```
19
Properties=species:S:1:pos:R:3:mulliken_charge:R:1
C -1.994 2.521 1.118 -0.343
C -0.958 0.770 0.597 0.806
C -2.072 0.801 -0.223 -0.246
C 1.308 -2.207 0.693 -0.639
C 0.092 -1.421 0.696 0.070
C 2.389 -1.896 -0.052 -0.131
C 2.228 -0.130 -1.607 0.158
N -0.967 1.800 1.442 -0.592
N 2.708 -0.777 -0.662 -0.323
N -2.770 1.916 0.088 -0.075
N 0.109 -0.129 0.624 -0.428
Cl 2.954 1.329 -2.101 -0.134
Br -2.335 -0.385 -1.598 -0.120
H -2.128 3.536 1.575 0.381
H 1.313 -3.108 1.206 0.427
H -0.827 -1.953 0.703 0.440
H 3.332 -2.511 -0.101 0.330
H 1.169 -0.375 -1.938 0.220
H -3.550 2.218 -0.459 0.198
```

ORCA calculation (wB97M-V/def2-TZVPD) on C7H6BrNO2 in the gas phase.

The calculation puts the energy relative to the best compared isomer or geometry (same formula, charge and spin) at 23.2 kcal per mole. The multiplicity is 1. As for the LUMO energy: 0.4154 eV. As for the total energy: -3049.49477 a.u.

XYZ file:
```
17
Properties=species:S:1:pos:R:3:mulliken_charge:R:1
O 0.534 0.242 -2.623 -0.555
Br -5.059 -0.444 1.341 -0.165
O 1.948 0.284 0.576 -0.445
C 1.274 0.661 -1.713 -0.057
C -2.885 0.504 -0.278 -0.472
C -2.141 -0.454 1.709 -0.319
C -1.585 0.655 -0.789 -0.526
C -0.806 -0.140 1.307 -0.472
C -3.192 -0.198 0.858 -0.138
C -0.522 0.319 0.043 0.542
N 0.876 0.473 -0.412 0.202
H 1.785 -0.570 1.009 0.347
H 2.245 0.853 -2.031 0.464
H -3.702 0.781 -0.834 0.456
H -2.456 -0.850 2.703 0.309
H -1.450 0.991 -1.782 0.423
H -0.111 -0.136 2.122 0.408
```

ORCA calculation (wB97M-V/def2-TZVPD) on 2 unconnected molecules or ions with the total composition C7H6BrO2.

The calculation puts the energy relative to the best compared isomer or geometry (same formula, charge and spin) at 43.5 kcal per mole. The total charge is -1. The multiplicity is 1. As for the LUMO energy (spin up / spin down): 3.3489 / 2.9861 eV. As for the total energy: -2994.62765 a.u.

XYZ file:
```
16
Properties=species:S:1:pos:R:3:mulliken_charge:R:1
C -1.056 -1.411 -2.565 -0.714
C 1.535 2.245 1.491 -0.770
C -1.333 -1.056 -1.258 -0.544
C 0.678 1.231 1.691 0.004
C -0.398 -0.966 -0.180 0.332
C -0.640 1.093 1.314 -0.234
C 0.180 -1.922 0.587 0.556
O 1.062 -1.379 -0.274 -0.481
O 0.162 -2.641 1.487 -0.585
Br -0.938 2.188 -0.427 -0.375
H -1.816 -1.243 -3.337 0.260
H -0.066 -1.546 -2.952 0.295
H 2.542 2.255 1.975 0.223
H 1.406 3.027 0.821 0.275
H -2.181 -0.522 -0.939 0.428
H 0.863 0.645 2.567 0.332
```

ORCA calculation (wB97M-V/def2-TZVPD) on a molecular structure, C7H6CaI2NO2.

The calculation puts the energy relative to the best compared isomer or geometry (same formula, charge and spin) at 2.8 kcal per mole. The total charge is +1. The multiplicity is 1. As for the LUMO energy: -3.9670 eV. As for the total energy: -1748.43918 a.u.

XYZ file:
```
19
Properties=species:S:1:pos:R:3:mulliken_charge:R:1
Ca -1.217 1.176 -1.754 1.160
O -2.590 -0.394 0.900 -0.587
C -2.121 -0.685 -0.186 0.021
O -2.596 -0.341 -1.346 -0.928
C -0.699 -1.255 -0.219 1.422
C -0.298 -2.260 0.639 -0.705
C 1.041 -2.615 0.655 -0.222
C 1.934 -1.932 -0.159 -0.588
C 1.453 -0.927 -0.974 -0.252
N 0.157 -0.593 -1.023 -0.427
H -1.027 -2.743 1.274 0.418
H 1.391 -3.406 1.305 0.438
H 2.987 -2.170 -0.162 0.388
H 2.122 -0.371 -1.619 0.405
I 0.825 3.746 -1.230 0.147
C -0.097 3.879 0.688 -0.802
I -1.220 2.158 1.132 0.350
H -0.745 4.745 0.667 0.407
H 0.700 3.988 1.413 0.356
```

ORCA calculation (wB97M-V/def2-TZVPD) on C7H6Cl2N2 in the gas phase.

The calculation puts the energy relative to the best compared isomer or geometry (same formula, charge and spin) at 89.5 kcal per mole. The multiplicity is 1. As for the LUMO energy: -0.2019 eV. As for the total energy: -1300.05068 a.u.

XYZ file:
```
17
Properties=species:S:1:pos:R:3:mulliken_charge:R:1
C -0.970 -1.210 -1.343 -0.002
C 0.693 0.734 -1.473 -0.420
C -0.575 0.161 -1.344 0.520
C -0.043 -1.730 -0.220 -0.046
C -1.947 0.849 -1.553 -0.661
C 1.342 -0.915 -0.020 0.091
C -1.952 -0.276 -0.566 0.060
N 1.643 0.015 -1.046 -0.513
N -0.229 -2.731 0.525 -0.580
Cl 2.803 -1.957 0.382 -0.190
Cl -2.544 -0.605 1.008 -0.137
H -1.358 -1.958 -2.041 0.439
H 0.862 1.695 -2.038 0.365
H -1.960 1.853 -1.150 0.285
H -2.621 0.962 -2.425 0.237
H 1.107 -0.391 0.921 0.273
H -1.150 -3.267 0.517 0.278
```

ORCA calculation (wB97M-V/def2-TZVPD) on C7H6ClNO3 in the gas phase.

The calculation puts the energy relative to the best compared isomer or geometry (same formula, charge and spin) at 53.4 kcal per mole. The multiplicity is 1. As for the LUMO energy: -0.5238 eV. As for the total energy: -1010.80065 a.u.

XYZ file:
```
18
Properties=species:S:1:pos:R:3:mulliken_charge:R:1
C -0.343 -2.117 0.376 -0.332
C -0.224 -1.702 -1.008 -0.338
C -0.345 -1.203 1.363 -0.380
C 0.094 -0.472 -1.404 -0.749
C 1.585 0.926 0.116 0.625
C -0.574 0.334 1.101 -1.237
C 0.172 0.887 -0.100 0.242
N -0.491 1.997 -0.710 0.983
O -0.075 2.393 -1.784 -0.552
O 2.094 0.512 1.102 -0.426
O -1.431 2.475 -0.092 -0.623
Cl 2.474 1.778 -1.206 -0.167
H -0.318 -3.120 0.693 0.428
H -0.354 -2.572 -1.584 0.404
H -0.507 -1.402 2.466 0.268
H 0.157 -0.111 -2.327 0.605
H -1.559 0.569 1.052 0.622
H -0.354 0.828 1.947 0.626
```

ORCA calculation (wB97M-V/def2-TZVPD) on 2 unconnected molecules or ions with the total composition C7H6F2O2.

The calculation puts the energy relative to the best compared isomer or geometry (same formula, charge and spin) at 0.0 kcal per mole. The multiplicity is 1. As for the LUMO energy: 0.6942 eV. As for the total energy: -620.52781 a.u.

XYZ file:
```
17
Properties=species:S:1:pos:R:3:mulliken_charge:R:1
C 0.853 -1.469 0.377 -0.451
C 0.702 -0.599 1.442 -0.419
C 0.376 -1.116 -0.827 -0.401
C 0.101 0.621 1.222 -0.568
C -0.381 0.054 -1.044 -0.630
C -0.501 0.919 0.028 0.919
C -0.575 4.391 -1.009 0.765
O -0.968 4.137 -2.059 -0.364
O -1.340 2.000 -0.061 -0.559
F -0.975 5.287 -0.216 -0.166
F 0.512 3.777 -0.471 -0.219
H 1.381 -2.367 0.416 0.425
H 1.094 -0.758 2.420 0.372
H 0.848 -1.723 -1.587 0.290
H -0.229 1.301 2.008 0.323
H -0.799 0.377 -1.964 0.383
H -1.940 1.633 -0.832 0.302
```

ORCA calculation (wB97M-V/def2-TZVPD) on C7H6F4N2O in the gas phase.

The calculation puts the energy relative to the best compared isomer or geometry (same formula, charge and spin) at 34.2 kcal per mole. The multiplicity is 1. As for the LUMO energy: -0.0073 eV. As for the total energy: -854.45956 a.u.

XYZ file:
```
20
Properties=species:S:1:pos:R:3:mulliken_charge:R:1
C 1.733 -1.622 -0.191 -0.632
C 2.138 -0.381 0.070 0.435
C 0.281 -1.797 -0.466 0.445
C 1.300 0.816 -0.038 0.780
C -0.896 1.936 0.448 0.238
C 0.102 0.830 0.570 -0.713
C -0.714 -1.579 0.380 0.232
N -0.855 2.490 -0.831 -0.295
N -2.078 -1.389 0.336 -0.428
O -1.645 2.280 1.343 -0.607
F 3.527 -0.069 0.249 -0.311
F -0.019 -1.955 -1.775 -0.331
F 1.941 1.638 -0.946 -0.309
F -0.356 -1.624 1.676 -0.290
H 2.315 -2.509 -0.390 0.451
H 0.078 0.235 1.399 0.617
H -0.165 2.165 -1.423 0.158
H -1.396 3.228 -1.052 0.181
H -2.669 -1.394 -0.490 0.193
H -2.622 -1.298 1.131 0.185
```

What are the largest force on an atom values for these records? In order: 2.57 6.38 6.05 6.34 3.36 5.27 4.53 1.17 6.86 5.93 3.61 4.42 eV Å⁻¹.